ORCA calculation (wB97M-V/def2-TZVPD) on a cluster of 2 separate species, C14H16O in total.

Properties
- energy relative to the best compared isomer or geometry (same formula, charge and spin) (kJ/mol) = 82.44
- electronic energy (eV) = -16824.381
- HOMO (eV) = -8.35
- frontier orbital gap (eV) = 9.18
- LUMO energy (eV) = 0.8

The geometry in XYZ format:
```
31
C14H16O, DFT wB97M-V/def2-TZVPD
C -0.835 1.455 -3.485
C -0.842 1.549 -1.963
C 0.321 1.457 -1.222
C 0.277 1.753 0.150
C -0.816 2.375 0.678
O -0.820 2.907 1.954
C -1.975 2.580 -0.082
C -1.975 2.178 -1.399
H -1.769 1.099 -3.861
H -0.011 0.844 -3.832
H -0.719 2.470 -3.864
H 1.103 0.867 -1.668
H 1.146 1.502 0.723
H -0.161 2.445 2.489
H -2.784 3.200 0.263
H -2.849 2.268 -2.032
C -1.016 -3.056 0.518
C 0.247 -2.405 1.022
C 1.491 -2.860 0.554
C 2.666 -2.201 0.836
C 2.598 -1.135 1.742
C 1.397 -0.693 2.236
C 0.190 -1.219 1.733
H -0.813 -3.702 -0.343
H -1.682 -2.268 0.170
H -1.525 -3.747 1.192
H 1.415 -3.728 -0.091
H 3.652 -2.493 0.505
H 3.539 -0.742 2.088
H 1.280 -0.024 3.077
H -0.731 -0.677 1.911
```